No. 1
Here is a structure of composition C32H33BCl2F4N5OS3Se2TbTe4 in a non-equilibrium geometry from the OMol25 dataset. Energies are from the ωB97M-V functional and the def2-TZVPD basis.

XYZ file:
```
88
Properties=species:S:1:pos:R:3:lowdin_spin:R:1
Tb -1.13224 -3.63398 1.39882 4.75
Te -4.81462 -0.90353 -4.69992 0.22
Te -0.40003 -0.94133 3.28260 0.02
Te -2.53538 0.51021 -5.04281 0.38
Te 1.54145 1.86906 -2.55317 0.01
Se -1.44160 -1.72493 -4.99322 0.15
Se -3.30900 -2.99063 -4.28831 0.24
Cl 2.65539 -5.00618 2.71587 0.00
Cl 1.79464 -2.73807 1.10341 0.03
S -0.68918 -3.91249 -1.12617 0.02
S -2.08553 -1.47797 0.12648 0.03
S 2.25568 0.80668 4.79219 0.00
F -0.68709 -4.87718 3.36183 0.02
F -1.72309 -6.76922 3.97725 0.00
F -2.76838 -4.74328 4.53090 0.00
F -2.64361 -5.24058 2.32495 0.03
O -3.56959 6.58148 -2.82154 0.00
N -3.52069 -2.02071 2.50383 0.03
N -4.00875 -0.10546 1.52889 0.00
N 1.41899 -5.47587 -1.39668 0.00
N -3.00156 5.35327 0.32089 0.00
N -0.17178 -6.08454 0.28046 0.01
C 2.98866 1.69064 -4.06254 0.00
C -2.53274 6.34366 -1.85494 0.00
C 3.55108 4.23648 -2.15837 0.00
C 3.09739 -4.06661 1.31797 0.00
C -3.25648 -1.22454 1.41317 0.01
C 4.09930 5.30086 -1.36347 0.00
C 1.95736 -6.69874 -1.24651 0.00
C 2.80760 3.25086 -1.50249 0.00
C 0.25149 -7.35860 0.28861 0.00
C -4.15316 0.87770 0.41563 0.00
C 4.25681 1.20746 -3.82248 0.00
C -3.91010 7.49092 -0.05225 0.00
C -4.02425 6.55674 2.18459 0.00
C 3.26160 4.31876 0.62469 0.00
C -3.13622 6.39666 -0.47850 0.00
C 4.47670 0.73273 -6.23278 0.00
C 2.35326 -1.75388 4.30462 0.00
C 2.68825 3.27850 -0.08396 0.00
C 0.29749 -5.29013 -0.72246 0.01
C 2.54853 1.86148 -5.39030 0.00
C 5.00016 0.76255 -4.92439 0.00
C -4.31259 7.58124 1.28421 0.00
C 3.97674 5.34696 0.03216 0.00
C 3.60706 -0.07221 5.32118 0.00
C 3.25083 1.30749 -6.46231 0.00
C 3.51616 -1.39488 5.05551 0.00
C -4.48904 -1.37003 3.32859 0.00
C 1.40493 -7.68843 -0.46497 0.00
C 1.46704 -0.68227 4.09983 0.00
C -4.83711 -0.22343 2.71191 0.00
C -3.41656 5.42215 1.60274 0.00
C -0.46942 -8.42622 0.98115 0.00
B -2.05855 -5.46080 3.69462 0.01
H 2.77583 -6.93315 -1.92658 0.00
H 6.04460 0.56255 -4.81545 0.00
H -1.21420 -8.06605 1.70539 0.00
H 4.42995 0.36442 5.87866 0.00
H 4.38649 6.24610 0.62396 0.00
H -1.72971 7.05924 -1.95678 0.00
H -3.13687 7.22709 -3.45371 0.00
H 2.11813 -2.73073 3.93183 0.00
H 4.97929 0.16706 -7.00642 0.00
H 4.54530 6.10420 -1.89326 0.00
H -4.43805 6.56139 3.23339 0.00
H -4.15233 8.27144 -0.79766 0.00
H 1.81798 -8.68461 -0.44668 0.00
H 4.07413 -3.54595 1.42269 0.00
H 2.24791 2.46479 0.47088 0.00
H 4.30875 -2.07791 5.33417 0.00
H -5.14795 1.29077 0.42881 0.00
H -2.02840 5.35564 -2.03348 0.00
H -0.97662 -8.99334 0.17462 0.00
H -4.01502 0.41822 -0.60044 0.00
H 3.11886 4.46386 1.71172 0.00
H -4.88853 8.44566 1.59990 0.00
H 4.68677 1.15767 -2.84908 0.00
H 3.70449 4.22075 -3.26628 0.00
H 1.59114 2.28872 -5.55463 0.00
H -4.81456 -1.82271 4.28989 0.00
H -3.50310 -3.03367 2.43399 0.01
H -3.25233 4.49612 2.18864 0.00
H 2.93416 -4.64024 0.38755 0.00
H 0.19853 -9.09414 1.52560 0.00
H -3.40625 1.71787 0.57563 0.00
H -5.48732 0.58780 2.98179 0.00
H 2.80266 1.42337 -7.46363 0.00
```

- Molar mass: 1584.81 g mol⁻¹
- Gap between HOMO and LUMO (alpha / beta): 3.6 / 4.2 eV
- Lowest unoccupied orbital energy (alpha / beta): 3.3 / 3.3 eV
- Highest occupied orbital energy (alpha / beta): -0.343 / -0.953 eV
- 2S+1: 7
- Total energy: -294617.9008 eV
- ΔE to the lowest compared entry with this formula, charge and spin: 0.0 kcal per mole
- Expectation value of S²: 12.648
- Charge: -2



No. 2
Here is a structure of composition C44H59NO6P2S3SiTi in a non-equilibrium geometry from the OMol25 dataset. Energies are from the ωB97M-V functional and the def2-TZVPD basis.

XYZ file:
```
117
Properties=species:S:1:pos:R:3:lowdin_spin:R:1
Ti -1.02215 -0.23531 0.30098 0.91
S 0.48130 0.14192 4.13185 0.00
S 0.48080 0.99657 -1.28241 0.02
S -1.12163 -2.80386 -1.02216 0.01
P 0.19351 -2.98016 0.47367 0.00
P 0.94254 -1.41375 2.97709 0.00
Si -0.25369 2.12928 -2.84782 0.01
O -0.14584 1.36927 -4.30361 0.00
O 0.61075 3.52544 -3.04292 0.00
O -1.23669 1.35219 1.63247 0.02
O -2.76969 0.08336 -0.79442 0.02
O -1.81857 2.61128 -2.68381 0.00
O -3.26819 1.27128 2.52246 0.00
N -2.86345 3.10988 4.28714 0.00
C 2.83577 2.56516 -3.39020 0.00
C -0.97089 0.37426 -4.90667 0.00
C 4.54070 0.09142 1.79652 0.00
C -1.66665 3.95902 -0.64802 0.00
C 3.56982 -2.40357 2.49765 0.00
C 1.05637 -5.28755 1.88521 0.00
C 2.45005 4.98788 -2.90843 0.00
C -1.48852 -6.37134 2.01705 0.00
C -2.98327 -0.70701 0.15266 0.01
C -2.37703 4.92843 -2.85973 0.00
C 3.45455 -4.38530 -1.61834 0.00
C -1.25286 4.08906 2.79809 0.00
C 4.88504 -2.26649 2.07385 0.00
C 1.90028 3.75073 -3.60811 0.00
C 0.00757 -1.66840 1.55563 -0.01
C -1.27341 -5.18060 1.33691 0.00
C -0.44349 -3.45661 4.20611 0.00
C 1.58897 -4.26553 5.90399 0.00
C -4.31618 -1.35733 0.29511 0.00
C 0.80474 -2.84077 4.12170 0.00
C 2.28141 -4.33638 -0.88037 0.00
C 2.73139 -1.29700 2.58883 0.00
C -2.04031 1.73182 2.45917 0.01
C 1.71802 4.01325 -5.10091 0.00
C 3.23299 -0.04577 2.23511 0.00
C -0.08752 -0.32418 -5.93259 0.00
C 4.17492 -3.22171 -1.86215 0.00
C -0.00030 -4.62383 1.26789 0.00
C 0.84576 -6.47807 2.56512 0.00
C 1.82286 -3.12645 -0.36178 0.00
C 3.71431 -2.01222 -1.36442 0.00
C -3.84396 3.27478 -1.67017 0.00
C -2.14160 1.06886 -5.59644 0.00
C -2.57894 4.83415 2.67675 0.00
C 5.37241 -1.01885 1.71896 0.00
C -3.26378 4.50833 4.00409 0.00
C 0.34909 -4.88329 5.97087 0.00
C -1.46877 -0.62515 -3.87258 0.00
C -0.67117 -4.46868 5.12371 0.00
C -2.40833 3.69323 -1.96277 0.00
C 2.54802 -1.96800 -0.61419 0.00
C -0.42923 -7.02159 2.63410 0.00
C -1.67486 2.78643 3.47797 0.00
C 1.81282 -3.24315 4.98980 0.00
H 2.44451 1.66996 -3.87609 0.00
H -2.48540 -6.79323 2.06322 0.00
H 2.94270 2.35030 -2.32710 0.00
H 5.08699 -3.26013 -2.44575 0.00
H -2.17329 4.75660 -0.09174 0.00
H -4.37574 4.06577 -1.13502 0.00
H 1.67804 -6.97658 3.04654 0.00
H 1.27043 3.13795 -5.57186 0.00
H -0.57343 4.63089 3.45881 0.00
H -3.66004 1.76977 3.28586 0.00
H -0.65572 -1.08022 -6.47878 0.00
H -5.10810 -0.62676 0.11053 0.00
H 0.74995 -0.81011 -5.42982 0.00
H 2.05621 -4.88039 1.82413 0.00
H -0.63796 4.26487 -0.83936 0.00
H -2.76623 0.33834 -6.11578 0.00
H 0.17722 -5.68321 6.68114 0.00
H -2.10859 -0.13593 -3.13214 0.00
H -2.91341 5.18403 4.79014 0.00
H 5.52101 -3.14071 2.00535 0.00
H 1.74990 5.81822 -3.01823 0.00
H -2.74684 1.59477 -4.85781 0.00
H 2.19468 -1.01879 -0.23273 0.00
H 6.39412 -0.91111 1.37569 0.00
H -2.46274 5.90479 2.51804 0.00
H -0.74410 3.91358 1.85074 0.00
H -2.04612 -1.41478 -4.35962 0.00
H -4.37717 -2.13533 -0.46986 0.00
H -3.84624 2.36366 -1.07325 0.00
H 3.80122 -5.33304 -2.01279 0.00
H 1.05264 4.86628 -5.24954 0.00
H 2.77539 -2.74683 4.97034 0.00
H -2.68948 2.95112 5.26876 0.00
H -4.43428 -1.81644 1.27400 0.00
H -1.64405 3.04871 -0.03850 0.00
H 2.38651 -4.57214 6.57034 0.00
H -1.64335 -4.94432 5.16892 0.00
H -0.59592 -7.94965 3.16750 0.00
H -4.36828 3.07047 -2.60564 0.00
H 1.71368 -5.24573 -0.72018 0.00
H -3.16132 4.43095 1.84242 0.00
H 0.30685 0.40402 -6.64451 0.00
H 3.81798 2.79169 -3.81268 0.00
H -0.87022 2.33300 4.05975 0.00
H 2.67792 4.22735 -5.57729 0.00
H 2.58176 4.78386 -1.84466 0.00
H -4.34936 4.59143 3.94706 0.00
H -1.34309 5.18240 -3.09638 0.00
H 4.25488 -1.09379 -1.55684 0.00
H -2.09150 -4.66918 0.84285 0.00
H -1.22958 -3.13240 3.53415 0.00
H -1.76923 1.79456 -6.32309 0.00
H -2.90761 4.72387 -3.79135 0.00
H -2.85175 5.77915 -2.36401 0.00
H 2.58228 0.81797 2.30297 0.00
H 3.19975 -3.38575 2.75650 0.00
H 3.41277 5.27954 -3.33424 0.00
H -0.63464 -1.08106 -3.34155 0.00
H 4.90956 1.06839 1.50902 0.00
```

- Molar mass: 932.06 g mol⁻¹
- Gap between HOMO and LUMO (alpha / beta): 6.2 / 6.9 eV
- Lowest unoccupied orbital energy (alpha / beta): 2.1 / 2.1 eV
- Highest occupied orbital energy (alpha / beta): -4.089 / -4.730 eV
- 2S+1: 2
- Total energy: -142448.2250 eV
- ΔE to the lowest compared entry with this formula, charge and spin: 13.6 kcal per mole
- Expectation value of S²: 0.755
- Charge: -1



No. 3
Here is a cluster of 2 separate species, C3H10N2S in total in a non-equilibrium geometry from the OMol25 dataset. Energies are from the ωB97M-V functional and the def2-TZVPD basis.

XYZ file:
```
16
Properties=species:S:1:pos:R:3:nbo_charge:R:1
S 1.70012 -1.21121 3.67606 0.73
N -2.00549 -1.26493 -2.41203 -0.74
N -1.55206 0.17557 -4.14080 -0.79
C -2.41382 -0.44600 -3.28028 0.29
C 1.28519 1.36033 2.82498 -0.64
C 1.99210 0.06719 2.46919 -0.61
H -2.62393 -1.29533 -1.61819 0.34
H -3.43404 -0.05567 -3.34058 0.14
H 1.53399 2.08143 2.03963 0.27
H -0.74703 -0.42383 -4.26001 0.38
H 1.64034 -2.28460 2.85335 0.16
H 1.64900 -0.37490 1.52522 0.28
H 1.68314 1.82376 3.72124 0.25
H -1.96857 0.33743 -5.05192 0.38
H 3.05712 0.20308 2.23597 0.31
H 0.20393 1.30768 2.75817 0.25
```

- Molar mass: 106.19 g mol⁻¹
- Gap between HOMO and LUMO (alpha / beta): 7.4 / 2.4 eV
- Lowest unoccupied orbital energy (alpha / beta): -4.2 / -9.2 eV
- Highest occupied orbital energy (alpha / beta): -11.600 / -11.600 eV
- 2S+1: 2
- Total energy: -17078.8690 eV
- ΔE to the lowest compared entry with this formula, charge and spin: 52.8 kcal per mole
- Expectation value of S²: 0.753
- Charge: +1



No. 4
Here is an isolated molecule of C6H9N3 in a non-equilibrium geometry from the OMol25 dataset. Energies are from the ωB97M-V functional and the def2-TZVPD basis.

XYZ file:
```
18
Properties=species:S:1:pos:R:3:nbo_charge:R:1
N 2.20458 -0.73410 -0.17555 -0.49
N -2.08568 0.29338 -0.06833 -0.64
N 2.59180 0.60456 0.13593 -0.21
C 0.28161 0.44513 -0.05716 -0.16
C -0.03467 -0.64318 0.79588 -0.28
C -1.42124 -0.97645 0.16144 -0.22
C -0.99870 1.24922 -0.41992 -0.21
C 1.48268 1.16243 0.32899 0.03
C 0.87982 -0.90983 -0.46078 -0.04
H -2.09581 -1.71974 0.72618 0.22
H 1.47079 2.15578 0.87059 0.20
H -1.05846 2.19491 0.16216 0.21
H -1.31837 -1.56410 -0.94990 0.17
H -1.18630 1.50921 -1.55685 0.20
H 3.06678 -1.34072 -0.63333 0.40
H -2.55416 0.62254 0.72225 0.35
H 0.10877 -1.08600 1.82671 0.26
H 0.66656 -1.26305 -1.40831 0.22
```

- Molar mass: 123.16 g mol⁻¹
- SMILES string: C1=NN[C@H]2[C@@H]3CNC[C@@]132
- Gap between HOMO and LUMO: 9.1 eV
- Lowest unoccupied orbital energy: 1.0 eV
- Highest occupied orbital energy: -8.073 eV
- Total energy: -10833.4788 eV
- ΔE to the lowest compared entry with this formula, charge and spin: 95.7 kcal per mole
- Charge: 0